No. 1
Below is a 4-piece molecular cluster, H8O4 overall at a distorted geometry, with properties calculated with ωB97M-V with the def2-TZVPD basis set.

Values from the calculation:
LUMO = 0.11 eV
HOMO-LUMO gap = 10.68 eV
energy relative to the best compared isomer or geometry (same formula, charge and spin) = 0.961 eV
electronic energy = -305.7439 hartree
structure (SMILES) = O.O.O.O

Geometry as XYZ:
```
12
Properties=species:S:1:pos:R:3:mulliken_charge:R:1
O 1.650 -0.427 -0.572 -0.601
H 2.174 -0.778 0.178 0.280
H 1.003 -1.080 -0.831 0.309
O -0.648 1.092 -2.581 -0.649
H -0.803 1.279 -1.653 0.380
H 0.122 0.526 -2.566 0.307
O -0.114 -1.082 2.054 -0.615
H -0.702 -1.749 1.771 0.310
H 0.469 -1.478 2.720 0.301
O -1.307 1.319 0.215 -0.669
H -0.883 1.912 0.781 0.311
H -0.961 0.467 0.484 0.336
```

---

No. 2
Below is a 4-piece molecular cluster, H8O4 overall at a distorted geometry, with properties calculated with ωB97M-V with the def2-TZVPD basis set.

Values from the calculation:
LUMO = 0.81 eV
HOMO-LUMO gap = 12.36 eV
energy relative to the best compared isomer or geometry (same formula, charge and spin) = 0.273 eV
electronic energy = -305.7692 hartree
structure (SMILES) = O.O.O.O

Geometry as XYZ:
```
12
Properties=species:S:1:pos:R:3:mulliken_charge:R:1
O -0.978 -1.395 0.210 -0.738
H -0.087 -1.339 0.622 0.417
H -1.015 -2.139 -0.350 0.308
O -1.494 1.021 -0.847 -0.763
H -1.318 0.106 -0.520 0.446
H -1.899 1.550 -0.132 0.335
O 1.423 -0.815 1.250 -0.754
H 1.223 -0.242 1.980 0.317
H 1.518 -0.187 0.516 0.451
O 1.100 1.069 -0.569 -0.732
H 1.402 1.250 -1.448 0.302
H 0.125 1.120 -0.711 0.413
```

---

No. 3
Below is a 4-piece molecular cluster, H8O4 overall, with properties calculated with ωB97M-V with the def2-TZVPD basis set.

Values from the calculation:
LUMO = 0.27 eV
HOMO-LUMO gap = 11.14 eV
energy relative to the best compared isomer or geometry (same formula, charge and spin) = 0.998 eV
electronic energy = -305.7425 hartree
structure (SMILES) = O.O.O.O

Geometry as XYZ:
```
12
Properties=species:S:1:pos:R:3:mulliken_charge:R:1
O -8.382 20.432 -0.964 -0.604
H -8.859 19.977 -1.667 0.287
H -8.324 21.353 -1.247 0.312
O -9.875 17.770 -1.280 -0.621
H -9.921 17.230 -2.078 0.308
H -9.579 17.167 -0.588 0.316
O -6.594 18.375 -2.850 -0.618
H -7.126 19.088 -3.215 0.293
H -7.222 17.680 -2.626 0.296
O -3.958 17.345 -3.620 -0.632
H -4.669 17.702 -3.063 0.341
H -3.141 17.590 -3.173 0.322
```

---

No. 4
Below is a 4-piece molecular cluster, H8O4 overall at a distorted geometry, with properties calculated with ωB97M-V with the def2-TZVPD basis set.

Values from the calculation:
LUMO = 0.42 eV
HOMO-LUMO gap = 11.52 eV
energy relative to the best compared isomer or geometry (same formula, charge and spin) = 0.891 eV
electronic energy = -305.7465 hartree
structure (SMILES) = O.O.O.O

Geometry as XYZ:
```
12
Properties=species:S:1:pos:R:3:mulliken_charge:R:1
O -1.682 0.141 -0.502 -0.726
H -1.198 -0.067 0.377 0.413
H -2.525 -0.369 -0.499 0.296
O 0.949 1.540 -0.545 -0.811
H -0.064 1.481 -0.700 0.404
H 1.288 0.662 -0.771 0.435
O 0.277 -0.169 1.225 -0.712
H 0.631 0.667 0.872 0.406
H 0.237 -0.010 2.198 0.283
O 0.965 -1.253 -0.877 -0.743
H 1.099 -1.587 0.092 0.371
H 0.024 -1.036 -0.873 0.386
```

---

No. 5
Below is H8O4 as an isolated structure at a distorted geometry, with properties calculated with ωB97M-V with the def2-TZVPD basis set.

Values from the calculation:
LUMO = -0.09 eV
HOMO-LUMO gap = 9.54 eV
energy relative to the best compared isomer or geometry (same formula, charge and spin) = 5.704 eV
electronic energy = -305.5696 hartree

Geometry as XYZ:
```
12
Properties=species:S:1:pos:R:3:mulliken_charge:R:1
O 1.073 1.960 0.572 -0.621
H 1.502 1.619 -0.213 0.385
H 0.392 2.544 0.237 0.369
O 0.231 -0.833 -1.025 -0.857
H 0.656 -0.436 -0.265 0.515
H -0.347 -0.149 -1.362 0.323
O 0.392 0.085 0.733 -0.887
H 0.544 1.029 0.788 0.475
H -0.541 -0.019 0.920 0.319
O -1.661 -1.785 -0.151 -0.696
H -1.408 -2.705 -0.063 0.288
H -0.831 -1.309 -0.171 0.387
```

---

No. 6
Below is a 4-piece molecular cluster, H8O4 overall, with properties calculated with ωB97M-V with the def2-TZVPD basis set.

Values from the calculation:
LUMO = 0.11 eV
HOMO-LUMO gap = 10.90 eV
energy relative to the best compared isomer or geometry (same formula, charge and spin) = 0.902 eV
electronic energy = -305.7461 hartree
structure (SMILES) = O.O.O.O

Geometry as XYZ:
```
12
Properties=species:S:1:pos:R:3:mulliken_charge:R:1
O -0.563 -0.605 -0.208 -0.690
H -0.431 0.000 -0.938 0.333
H -1.373 -1.067 -0.424 0.299
O 1.942 -1.897 0.194 -0.633
H 1.197 -1.325 0.008 0.364
H 2.641 -1.573 -0.374 0.309
O -0.031 -0.033 2.855 -0.630
H 0.721 0.550 2.956 0.310
H -0.219 -0.021 1.916 0.335
O -1.404 1.962 -1.621 -0.652
H -0.868 2.645 -2.024 0.326
H -1.611 1.364 -2.339 0.331
```

---

No. 7
Below is a 4-piece molecular cluster, H8O4 overall, with properties calculated with ωB97M-V with the def2-TZVPD basis set.

Values from the calculation:
LUMO = 0.50 eV
HOMO-LUMO gap = 11.49 eV
energy relative to the best compared isomer or geometry (same formula, charge and spin) = 0.548 eV
electronic energy = -305.7591 hartree
structure (SMILES) = O.O.O.O

Geometry as XYZ:
```
12
Properties=species:S:1:pos:R:3:mulliken_charge:R:1
O -0.769 1.041 -1.149 -0.699
H -0.328 0.244 -1.481 0.383
H -1.290 0.731 -0.396 0.328
O 1.260 1.126 0.785 -0.703
H 0.946 1.411 -0.089 0.363
H 1.187 1.941 1.297 0.319
O 0.377 -1.614 -1.516 -0.635
H 1.022 -2.168 -1.072 0.297
H -0.375 -2.143 -1.799 0.316
O -0.908 -0.336 1.802 -0.647
H -0.745 -1.174 2.258 0.299
H -0.077 -0.096 1.349 0.381
```

---

No. 8
Below is a 4-piece molecular cluster, H9NO3 overall at a distorted geometry, with properties calculated with ωB97M-V with the def2-TZVPD basis set.

Values from the calculation:
LUMO = 0.64 eV
HOMO-LUMO gap = 11.40 eV
energy relative to the best compared isomer or geometry (same formula, charge and spin) = 0.574 eV
electronic energy = -285.8580 hartree
structure (SMILES) = N.O.O.O

Geometry as XYZ:
```
13
Properties=species:S:1:pos:R:3:mulliken_charge:R:1
N 4.679 0.342 -1.228 -0.717
H 4.654 1.203 -1.766 0.249
H 5.608 0.030 -1.021 0.219
H 4.214 -0.325 -1.831 0.243
O -5.261 1.245 0.368 -0.649
H -4.384 1.528 0.650 0.317
H -5.201 0.287 0.200 0.334
O 2.125 1.038 0.309 -0.694
H 3.064 0.889 0.093 0.395
H 1.972 1.825 -0.250 0.305
O -4.092 -2.841 1.271 -0.640
H -3.244 -2.573 0.990 0.314
H -4.133 -2.649 2.215 0.325
```

---

No. 9
Below is a 4-piece molecular cluster, H9NO3 overall, with properties calculated with ωB97M-V with the def2-TZVPD basis set.

Values from the calculation:
LUMO = 0.45 eV
HOMO-LUMO gap = 10.33 eV
energy relative to the best compared isomer or geometry (same formula, charge and spin) = 0.355 eV
electronic energy = -285.8660 hartree
structure (SMILES) = N.O.O.O

Geometry as XYZ:
```
13
Properties=species:S:1:pos:R:3:mulliken_charge:R:1
N -1.875 1.205 0.919 -0.635
H -2.524 0.563 1.351 0.215
H -1.026 0.713 0.663 0.226
H -1.610 1.897 1.603 0.223
O 2.845 -1.728 1.267 -0.616
H 3.123 -2.502 0.768 0.310
H 3.380 -1.727 2.066 0.313
O -1.953 0.573 -2.665 -0.666
H -1.307 0.259 -2.021 0.326
H -2.665 0.912 -2.113 0.330
O 0.828 -0.025 -0.560 -0.620
H 1.288 -0.001 -1.402 0.302
H 1.497 -0.138 0.124 0.292
```

---

No. 10
Below is a 4-piece molecular cluster, H9O4 overall, with properties calculated with ωB97M-V with the def2-TZVPD basis set.

Values from the calculation:
LUMO = -3.14 eV
HOMO-LUMO gap = 13.09 eV
energy relative to the best compared isomer or geometry (same formula, charge and spin) = 0.250 eV
electronic energy = -306.1172 hartree
total charge = +1

Geometry as XYZ:
```
13
Properties=species:S:1:pos:R:3:mulliken_charge:R:1
O -1.975 1.228 0.818 -0.672
H -2.853 0.859 0.968 0.315
H -2.048 2.184 0.952 0.318
O 0.376 -2.338 -1.495 -0.655
H -0.203 -3.002 -1.914 0.334
H 1.158 -2.294 -2.060 0.317
O 1.565 1.436 0.643 -0.653
H 1.974 1.388 1.513 0.338
H 2.130 2.034 0.144 0.344
O -0.014 -0.463 0.261 -0.406
H 0.042 -1.171 -0.455 0.542
H 0.760 0.211 0.306 0.436
H -0.913 -0.072 0.319 0.443
```

---

No. 11
Below is a 4-piece molecular cluster, H9O4 overall at a distorted geometry, with properties calculated with ωB97M-V with the def2-TZVPD basis set.

Values from the calculation:
LUMO = -3.44 eV
HOMO-LUMO gap = 12.16 eV
energy relative to the best compared isomer or geometry (same formula, charge and spin) = 1.536 eV
electronic energy = -306.0700 hartree
total charge = +1

Geometry as XYZ:
```
13
Properties=species:S:1:pos:R:3:mulliken_charge:R:1
O 0.024 -0.034 -0.204 -0.380
H 0.778 -0.278 -0.923 0.485
H 0.184 0.709 0.406 0.419
H -0.410 -0.764 0.279 0.426
O 1.925 -0.570 -1.877 -0.673
H 2.716 -1.193 -1.623 0.377
H 1.702 -0.149 -2.695 0.347
O -0.724 -1.887 1.795 -0.714
H -1.431 -1.453 2.483 0.363
H -0.816 -2.830 2.027 0.340
O -1.204 2.520 0.316 -0.603
H -2.072 2.777 0.078 0.307
H -0.672 3.153 -0.064 0.307
```

---

No. 12
Below is a 5-piece molecular cluster, H9O4S overall at a distorted geometry, with properties calculated with ωB97M-V with the def2-TZVPD basis set.

Values from the calculation:
LUMO = 3.09 eV
HOMO-LUMO gap = 6.86 eV
energy relative to the best compared isomer or geometry (same formula, charge and spin) = 1.256 eV
electronic energy = -704.5894 hartree
total charge = -1

Geometry as XYZ:
```
14
Properties=species:S:1:pos:R:3:mulliken_charge:R:1
S -0.747 -0.198 0.121 -0.856
H -0.327 -1.460 0.383 -0.041
H 3.730 -4.141 0.428 0.346
H 4.353 -3.743 1.795 0.320
O 4.554 -4.292 1.036 -0.666
H -3.970 1.057 -0.508 0.309
H -3.051 0.193 -1.373 0.306
O -4.017 0.516 -1.305 -0.657
H -1.721 3.096 0.986 0.329
H -1.297 3.665 -0.264 0.317
O -1.885 3.891 0.432 -0.659
H 1.706 -0.051 -0.684 0.293
H 2.460 0.700 0.328 0.305
O 2.607 0.367 -0.541 -0.646
```

---

The highest HOMO-LUMO gap belongs to which entry?
number 10

---

Please write out number 3 again, unchanged.
Below is a 4-piece molecular cluster, H8O4 overall, with properties calculated with ωB97M-V with the def2-TZVPD basis set.

Values from the calculation:
LUMO = 0.27 eV
HOMO-LUMO gap = 11.14 eV
energy relative to the best compared isomer or geometry (same formula, charge and spin) = 0.998 eV
electronic energy = -305.7425 hartree
structure (SMILES) = O.O.O.O

Geometry as XYZ:
```
12
Properties=species:S:1:pos:R:3:mulliken_charge:R:1
O -8.382 20.432 -0.964 -0.604
H -8.859 19.977 -1.667 0.287
H -8.324 21.353 -1.247 0.312
O -9.875 17.770 -1.280 -0.621
H -9.921 17.230 -2.078 0.308
H -9.579 17.167 -0.588 0.316
O -6.594 18.375 -2.850 -0.618
H -7.126 19.088 -3.215 0.293
H -7.222 17.680 -2.626 0.296
O -3.958 17.345 -3.620 -0.632
H -4.669 17.702 -3.063 0.341
H -3.141 17.590 -3.173 0.322
```